[1]
A cluster of 3 separate species, C23H52F4NO11P3 in total at a distorted geometry. Source: OMol25; level of theory: ωB97M-V with the def2-TZVPD basis set.

XYZ file:
```
94
Properties=species:S:1:pos:R:3:forces:R:3:mulliken_charge:R:1
C -0.0467 2.6083 6.6542 -0.155 -1.592 -0.610 -0.851
C -0.1886 1.2704 6.2068 1.236 2.811 0.259 -0.193
C 1.0813 0.6484 5.4718 -0.918 -0.116 0.397 -0.976
P 0.5920 -0.3932 3.9147 -0.303 0.794 1.409 0.995
C -1.1557 -1.1046 3.9610 -1.697 -1.212 -0.101 -1.435
O -2.0366 -0.6796 2.9237 0.482 0.325 0.784 -0.070
C -3.3956 -1.1159 3.1252 -0.763 0.112 -1.277 -0.550
C -4.3468 -0.0070 2.4443 1.028 -0.191 -0.048 -0.313
O -5.0334 0.8137 3.4037 1.053 -0.395 -0.250 -0.441
C -4.1356 1.6785 4.1149 -0.561 1.719 0.483 0.592
C -4.7789 3.1523 4.0610 0.697 -0.646 -0.373 -1.158
C 0.0633 1.2259 3.0875 0.373 2.201 -0.646 -1.199
P -0.0953 1.3551 1.2583 -2.246 -0.103 -4.246 0.948
O -0.6652 0.1998 0.4683 1.478 1.779 2.516 -0.569
O 1.3264 1.8570 0.4448 -2.020 0.168 1.839 -0.622
O -1.1814 2.6654 0.9731 2.086 -1.216 1.753 -0.552
P 1.1609 -2.1794 5.1133 -1.388 -2.429 3.087 -0.199
N 0.0361 -2.3328 6.2883 0.866 0.606 -0.572 -0.745
C 2.0334 -0.7777 2.7367 2.455 -1.964 -1.362 0.610
F 1.6611 -1.3435 1.4972 0.211 1.779 2.327 -0.112
F 2.8114 -1.8473 3.2979 -1.223 1.465 -0.529 -0.391
C 3.1506 0.3684 2.5695 1.499 -0.519 -1.488 0.272
F 3.6951 0.1859 1.2787 -0.919 0.555 2.128 -0.255
F 4.2273 0.1693 3.4562 -2.094 0.315 -1.050 -0.297
H 0.3461 3.4133 5.9531 0.709 -1.354 1.314 0.213
H -0.2643 2.9309 7.7185 -1.016 -0.215 -1.741 0.257
H -1.1383 0.7084 6.4154 1.784 -0.137 0.642 0.378
H 1.5499 -0.0332 6.2585 -0.762 0.886 -1.030 0.654
H 1.8790 1.4186 5.2361 -1.156 -0.666 0.122 0.576
H -1.6584 -0.8354 4.9528 1.181 -0.587 -0.957 0.474
H -1.0546 -2.2439 3.8859 -0.060 1.398 0.438 0.585
H -3.6321 -1.2541 4.2223 0.163 0.104 -1.154 0.386
H -3.5262 -2.0819 2.5284 0.113 1.002 1.104 0.325
H -5.0817 -0.4925 1.7234 0.715 0.734 1.241 0.322
H -3.6521 0.6784 1.8573 -0.749 -1.010 0.358 0.239
H -4.0208 1.3566 5.2044 -0.096 0.205 -1.384 0.198
H -3.1062 1.7652 3.6389 -1.194 -0.463 0.411 -0.331
H -4.0720 3.8770 4.5697 -0.964 -0.755 -0.348 0.333
H -5.8162 3.1684 4.5244 1.402 0.027 -0.613 0.303
H -4.8160 3.4505 2.9607 -0.210 -0.363 1.454 0.278
H 0.7867 2.0468 3.4297 -0.871 -1.039 -0.588 0.717
H -0.9379 1.5442 3.5414 1.192 -0.674 -0.812 0.025
H 1.0559 2.5621 -0.1847 0.181 -0.530 0.492 0.315
H -1.1941 3.2081 1.7922 -0.133 -0.148 -0.791 0.301
H 1.0708 -3.4240 4.3816 0.724 0.712 -0.069 0.185
H 2.3986 -2.0435 5.8329 -0.011 -0.203 -1.117 0.136
H 0.4831 -2.2721 7.2088 -0.287 -0.030 -0.398 0.235
H 2.7868 1.4201 2.6930 0.363 -0.994 -0.277 0.188
C -1.9517 -0.0318 -2.1871 0.131 -0.071 0.033 -0.045
O -1.6602 1.1610 -2.8960 0.014 -0.006 -0.293 -0.314
C -0.3188 1.1849 -3.3612 -0.529 0.407 0.162 0.047
C -0.1490 2.2526 -4.4323 0.199 -0.284 -0.085 -0.589
O -0.5875 1.8247 -5.7207 -0.186 0.108 0.181 -0.489
C -2.0010 1.7720 -5.9069 0.147 0.138 -0.251 -0.349
C -2.6297 3.1476 -6.0816 -0.129 -0.195 0.536 -0.596
O -2.8145 3.7716 -4.8151 0.189 0.151 -0.065 -0.204
C -2.9964 5.1680 -4.9336 0.008 -0.289 0.112 -0.790
H -1.2938 -0.1338 -1.3175 -0.293 -0.106 -0.359 -0.265
H -2.9867 0.0182 -1.8448 0.062 0.121 -0.045 0.280
H -1.8465 -0.9019 -2.8465 0.020 -0.049 -0.022 0.352
H -0.0432 0.2065 -3.7718 0.107 -0.007 -0.015 0.331
H 0.3298 1.4171 -2.5062 0.247 -0.108 -0.028 0.018
H 0.9214 2.4501 -4.5440 -0.036 -0.098 -0.061 0.445
H -0.6206 3.1951 -4.1464 -0.162 -0.138 0.127 0.202
H -2.4837 1.2018 -5.1116 -0.049 0.213 0.118 0.143
H -2.1480 1.2157 -6.8367 0.079 0.076 -0.008 0.399
H -3.6148 3.0446 -6.5503 0.006 -0.022 -0.227 0.433
H -1.9853 3.7661 -6.7172 0.008 -0.047 -0.051 0.357
H -2.1037 5.6332 -5.3655 -0.064 0.091 -0.116 0.322
H -3.1485 5.5768 -3.9342 -0.025 -0.105 -0.036 0.230
H -3.8745 5.3935 -5.5476 0.030 0.120 -0.065 0.315
C 3.2044 -5.5139 -5.7682 -0.093 0.150 0.227 -0.785
O 3.2112 -4.8806 -4.5050 0.116 0.088 -0.176 -0.212
C 4.4357 -5.0867 -3.8117 -0.534 0.119 0.183 -0.623
C 4.5713 -4.0908 -2.6688 0.297 0.005 -0.122 -0.298
O 5.0306 -2.8098 -3.0964 -0.243 -0.112 -0.053 -0.478
C 4.0677 -2.0005 -3.7709 0.142 0.218 0.242 -0.653
C 3.0416 -1.3876 -2.8282 -0.323 -0.478 -0.242 -0.132
O 2.0311 -2.3382 -2.5135 0.183 -0.072 0.060 -0.293
C 1.3078 -1.9760 -1.3507 0.074 -0.080 -0.272 -0.510
H 3.3472 -6.5939 -5.6607 0.071 -0.054 -0.102 0.312
H 2.2367 -5.3300 -6.2364 0.035 0.002 0.117 0.233
H 3.9856 -5.0930 -6.4106 0.064 -0.125 -0.049 0.320
H 5.2826 -4.9741 -4.4980 0.064 0.000 0.039 0.352
H 4.4259 -6.1070 -3.4086 0.203 -0.063 0.031 0.437
H 5.3449 -4.4616 -1.9900 0.033 0.044 -0.103 0.404
H 3.6497 -4.0077 -2.0894 -0.117 -0.057 -0.216 0.114
H 3.5942 -2.5469 -4.5880 -0.187 -0.045 0.145 0.236
H 4.6412 -1.1845 -4.2192 0.036 -0.026 0.098 0.431
H 2.5573 -0.5339 -3.3164 0.124 0.215 0.003 0.266
H 3.5414 -1.0500 -1.9126 0.049 0.051 -0.027 0.173
H 1.9718 -1.9511 -0.4848 -0.004 0.103 -0.127 0.329
H 0.5419 -2.7328 -1.1763 0.021 0.041 -0.110 0.367
H 0.8234 -1.0044 -1.4839 0.018 0.027 0.185 -0.006
```
Forces are in eV/Å.

For the total energy, the calculation gives -87433.3435 eV. Its total charge is 0. As for the SMILES: C=CCP(COCCOCC)(CP(=O)(O)O)([PH2]=N)C(F)(F)C(F)F.COCCOCCOC.COCCOCCOC. As for the HOMO energy: -8.027 eV.



[2]
A cluster of 3 separate species, C23H52NO10P2S in total at a distorted geometry. Source: OMol25; level of theory: ωB97M-V with the def2-TZVPD basis set.

XYZ file:
```
89
Properties=species:S:1:pos:R:3:forces:R:3:mulliken_charge:R:1
C 2.2630 0.5427 -1.7593 -0.097 -0.084 0.238 -0.955
C 1.5866 0.5434 -3.1305 0.295 -0.360 0.393 -0.438
O 0.2249 0.1349 -2.9971 -0.068 0.334 -0.037 0.027
C -0.7272 0.8195 -3.7787 -0.011 -0.148 0.272 1.080
S -0.3214 0.5985 -5.5735 -0.005 -0.063 -0.103 -0.249
C -0.8716 2.3034 -3.4418 -0.509 0.014 -0.468 -2.513
C -1.5085 2.6152 -2.0627 0.491 0.788 0.602 2.264
C -2.6868 3.5851 -2.2295 0.082 -0.111 0.041 -2.103
C -0.4592 3.3451 -1.2058 0.145 -0.057 -0.472 -1.770
N -1.9010 1.3843 -1.3156 0.500 -0.245 -1.157 0.376
O -0.9813 0.9132 -0.5620 -0.234 0.120 0.452 -0.352
C -2.6542 0.3565 -2.0937 -0.329 -0.903 0.486 1.846
C -4.1496 0.6749 -2.1910 0.105 -0.023 0.092 -1.771
C -2.5555 -0.9635 -1.3135 0.076 -0.095 -0.433 -1.644
C -2.0616 0.1238 -3.5111 -0.066 0.358 -0.120 -2.032
H 2.4107 1.5492 -1.3679 0.054 -0.006 -0.035 0.320
H 1.6549 0.0141 -1.0237 -0.122 -0.020 -0.141 0.019
H 3.2241 0.0287 -1.7918 0.066 0.156 -0.074 0.355
H 2.0841 -0.1846 -3.7745 -0.047 0.123 -0.172 0.463
H 1.6735 1.5268 -3.5917 -0.091 -0.048 -0.117 0.379
H -0.2330 1.8887 -5.9194 0.022 0.017 0.073 0.168
H -1.5353 2.7029 -4.2145 0.012 0.013 0.019 0.685
H 0.0633 2.8526 -3.5592 0.090 -0.155 0.101 0.492
H -3.2274 3.6774 -1.2869 -0.131 -0.050 -0.077 0.370
H -2.2830 4.5698 -2.4677 -0.025 -0.017 -0.077 0.486
H -3.3582 3.3123 -3.0420 -0.097 -0.049 0.120 0.469
H -0.2773 4.3145 -1.6749 -0.088 0.071 0.142 0.506
H 0.4927 2.8183 -1.2318 -0.091 -0.124 0.282 0.053
H -0.7870 3.4793 -0.1776 0.041 0.032 0.002 0.411
H -4.5948 0.6658 -1.1945 0.015 0.224 -0.007 0.379
H -4.6249 -0.1375 -2.7436 0.004 0.090 -0.113 0.432
H -4.3681 1.6114 -2.6970 -0.055 -0.016 0.045 0.333
H -2.8101 -0.8352 -0.2639 0.031 -0.027 0.006 0.410
H -3.2458 -1.6707 -1.7805 -0.088 0.038 0.105 0.519
H -1.5626 -1.3928 -1.4194 0.054 0.123 0.274 -0.063
H -1.9368 -0.9489 -3.6666 0.041 0.019 -0.053 0.694
H -2.7659 0.4734 -4.2682 0.012 0.053 0.031 0.380
O 1.0457 4.3902 2.8234 -0.167 1.050 0.080 -0.660
P 0.5838 4.0430 4.1701 -0.059 -2.578 0.247 1.005
O 1.7572 3.8122 5.2180 0.075 0.578 0.037 -0.303
C 3.0253 4.4656 5.0778 0.337 0.052 0.007 -0.220
C 3.1142 5.6969 5.9546 -0.164 0.035 -0.006 -0.996
O -0.0912 2.6040 4.2075 -0.060 0.253 0.132 -0.429
C -0.3682 1.8829 3.0012 -0.152 -0.263 -0.285 0.232
C 0.6805 0.8225 2.7535 0.148 -0.023 0.130 -0.988
O -0.5443 4.8001 4.9777 0.090 0.892 -0.543 -0.363
C -0.5447 6.2298 5.1771 -0.002 0.145 0.107 -0.247
C -0.2360 7.0239 3.9244 0.099 -0.048 -0.056 -1.079
H 3.2063 4.7182 4.0319 -0.113 -0.048 -0.028 0.295
H 3.7780 3.7357 5.3750 -0.075 -0.058 0.039 0.342
H 2.4517 6.4855 5.5913 0.020 0.002 -0.014 0.174
H 4.1319 6.0886 5.9539 0.009 -0.016 -0.006 0.400
H 2.8278 5.4605 6.9796 0.054 -0.022 0.008 0.265
H -0.4469 2.5636 2.1543 0.116 0.059 0.038 -0.154
H -1.3449 1.4164 3.1381 -0.004 0.054 0.077 0.331
H 1.6780 1.2632 2.7147 -0.035 0.066 -0.093 0.261
H 0.4849 0.3111 1.8099 -0.044 0.030 -0.005 0.205
H 0.6781 0.0905 3.5628 -0.025 -0.014 -0.020 0.339
H 0.1530 6.4711 5.9823 0.048 -0.064 -0.016 0.256
H -1.5446 6.4672 5.5350 -0.029 -0.114 0.008 0.309
H 0.7856 6.8574 3.5824 -0.025 0.002 -0.016 0.313
H -0.3571 8.0895 4.1217 -0.059 -0.009 0.070 0.392
H -0.9042 6.7369 3.1128 -0.008 0.021 0.006 0.327
O -0.1447 -6.9081 -1.6726 -0.809 0.434 0.514 -0.717
P 0.8802 -6.5611 -0.6849 2.217 -1.112 -0.647 0.979
O 1.7492 -5.2883 -1.0674 -0.437 0.320 0.117 -0.306
C 1.2148 -4.2413 -1.8911 -0.010 0.307 -0.253 -0.562
C 0.7137 -3.0830 -1.0569 -0.038 -0.083 0.159 -0.211
O 2.0304 -7.6627 -0.6305 -0.123 0.170 0.205 -0.379
C 1.9035 -8.9045 -1.3270 0.038 -0.315 -0.115 -0.247
C 2.6839 -8.8721 -2.6232 0.083 0.166 0.016 -1.056
O 0.6561 -6.4513 0.8750 -1.039 0.148 -0.076 -0.385
C -0.3888 -5.6458 1.4637 -0.052 0.147 0.115 -0.242
C -1.7368 -5.8027 0.7909 0.017 0.000 -0.125 -1.060
H 0.4218 -4.6297 -2.5322 0.017 -0.134 0.064 0.348
H 2.0287 -3.9178 -2.5401 0.076 -0.055 0.073 0.348
H -0.1789 -3.3672 -0.4942 -0.019 0.023 -0.029 0.085
H 0.4560 -2.2342 -1.6923 0.037 -0.004 -0.029 -0.110
H 1.4717 -2.7658 -0.3392 0.039 0.026 -0.053 0.310
H 0.8550 -9.1389 -1.5102 -0.030 0.136 -0.008 0.318
H 2.3035 -9.6702 -0.6606 0.010 0.052 0.036 0.315
H 2.3497 -8.0432 -3.2480 -0.084 -0.053 -0.022 0.274
H 2.5509 -9.8039 -3.1743 -0.006 -0.008 0.016 0.368
H 3.7469 -8.7307 -2.4244 -0.001 -0.027 0.000 0.276
H -0.0658 -4.6023 1.4665 0.049 -0.011 -0.068 0.263
H -0.4463 -5.9686 2.5013 0.094 -0.073 -0.013 0.345
H -1.7246 -5.4215 -0.2306 -0.015 -0.021 0.010 0.298
H -2.4949 -5.2514 1.3482 0.044 0.002 0.079 0.385
H -2.0251 -6.8527 0.7458 -0.014 0.010 0.016 0.330
```
Forces are in eV/Å.

For the total energy, the calculation gives -76075.9321 eV. Its total charge is 0. As for the HOMO energy (alpha / beta): -8.332 / -9.337 eV. As for the spin multiplicity: 2.



[3]
A structure of composition C23H52O3P4RhS at a distorted geometry. Source: OMol25; level of theory: ωB97M-V with the def2-TZVPD basis set.

XYZ file:
```
84
Properties=species:S:1:pos:R:3:forces:R:3:mulliken_charge:R:1
Rh -0.6773 -0.1059 -0.4735 1.221 -1.450 2.317 -0.274
P -1.9432 1.6789 -0.0865 -0.905 0.908 -0.470 1.129
P -2.2155 -1.5518 0.7331 -0.537 -0.039 0.000 1.134
P 1.0952 1.0346 -1.3865 -0.160 0.059 0.208 1.643
H -0.9849 -2.5503 -1.5863 0.451 0.081 -0.244 0.184
C -0.0857 -1.9331 -1.5354 -0.047 -0.543 -0.724 -0.865
C 0.6557 -1.8773 -0.3248 -0.217 -0.066 0.065 -0.144
H 0.3128 -2.4625 0.5384 0.436 0.252 -0.549 0.110
C -2.9968 1.8316 -1.5688 -0.257 0.622 0.172 -1.357
C -3.1142 1.7745 1.3105 -0.230 0.094 0.208 -0.772
C -1.1611 3.3131 0.1665 -0.228 0.151 0.040 -1.360
C -1.9073 -3.3632 0.8584 0.205 0.068 -0.198 -1.442
C -2.7028 -1.3182 2.4841 -0.163 0.238 0.169 -0.886
C -3.8067 -1.5200 -0.1749 -0.080 -0.331 0.177 -1.399
C 2.5274 0.0482 -1.9706 0.015 0.041 -0.258 -1.462
C 1.9916 2.3543 -0.5086 0.174 0.411 -0.051 -1.194
C 0.3895 1.8560 -2.8560 0.639 0.109 -0.408 -1.490
H 0.4027 -1.7129 -2.4918 -0.267 -0.295 0.392 0.100
H 1.7245 -1.6640 -0.3464 -0.405 -0.068 0.049 0.348
H -3.6030 2.7395 -1.5043 -0.087 -0.037 -0.155 0.435
H -3.6594 0.9660 -1.6393 0.111 0.083 0.042 0.295
H -2.3826 1.8735 -2.4715 -0.102 -0.011 0.165 0.251
H -3.6265 2.7494 1.3116 0.179 -0.290 -0.162 0.564
H -2.5485 1.7002 2.2498 -0.186 -0.028 -0.287 -0.239
H -3.8835 0.9946 1.2781 0.275 0.205 0.038 0.394
H -1.9287 4.0668 0.3780 0.091 -0.157 -0.109 0.555
H -0.5855 3.6527 -0.6932 0.007 -0.040 0.091 0.466
H -0.5106 3.2563 1.0471 -0.071 0.024 -0.162 0.190
H -2.8696 -3.8609 1.0508 0.330 0.160 -0.053 0.528
H -1.2385 -3.5492 1.7104 -0.169 -0.030 -0.284 0.424
H -1.4564 -3.7771 -0.0512 -0.182 -0.023 0.303 0.418
H -3.6290 -1.8784 2.6857 0.285 0.107 -0.060 0.524
H -2.8681 -0.2685 2.7324 0.026 -0.315 -0.028 -0.127
H -1.9106 -1.7058 3.1356 -0.123 0.064 -0.166 0.329
H -4.3799 -2.3986 0.1518 -0.096 0.326 -0.187 0.506
H -3.6208 -1.5908 -1.2544 -0.047 0.004 0.267 0.312
H -4.3842 -0.6117 0.0334 0.142 -0.249 -0.085 0.325
H 3.1550 0.6399 -2.6531 -0.130 -0.075 0.278 0.545
H 2.2179 -0.8612 -2.4967 0.113 0.219 0.201 0.331
H 3.1366 -0.2475 -1.1056 -0.155 0.150 -0.258 0.284
H 2.5287 2.9694 -1.2450 -0.003 -0.102 0.253 0.561
H 2.7182 1.9292 0.1959 -0.210 0.036 -0.362 0.174
H 1.3179 3.0040 0.0538 0.173 -0.147 -0.174 0.226
H 1.1907 2.2058 -3.5172 -0.165 0.168 -0.010 0.555
H -0.2454 2.7059 -2.5941 0.172 -0.134 0.054 0.288
H -0.2363 1.1340 -3.3901 -0.024 0.116 0.201 0.126
C 1.8030 -1.0150 -6.6436 -0.195 0.410 -0.094 0.694
C 1.1892 -0.6169 -7.8496 -0.979 -0.513 -1.345 -0.278
C 1.0933 -1.5199 -8.9176 -0.267 1.351 0.685 -0.492
C 1.6809 -2.7949 -8.8232 -0.288 0.119 -0.027 -0.309
C 2.3906 -3.1431 -7.6769 0.724 -0.181 1.414 -0.498
C 2.4935 -2.2530 -6.6105 0.650 -0.962 -0.329 -0.357
S 1.8529 -0.0218 -5.2156 -0.180 -0.657 0.222 -0.072
H 0.5398 0.2253 -4.8394 0.730 -0.078 -1.233 0.201
H 0.7838 0.3912 -7.9347 -0.040 -0.331 -0.014 0.414
H 0.5494 -1.2428 -9.8252 0.319 0.015 0.337 0.400
H 1.5763 -3.5015 -9.6399 0.074 0.083 0.038 0.436
H 2.8655 -4.1316 -7.5942 -0.226 0.584 -0.082 0.392
H 3.0829 -2.5003 -5.7264 -0.238 -0.087 -0.244 0.396
C -2.2118 0.7028 5.6180 -0.128 0.049 -0.078 -1.158
C -1.3804 1.7625 4.9234 0.029 0.611 0.867 -0.371
O -0.6783 1.1839 3.7726 2.523 0.778 -1.083 -0.095
P 0.9676 1.4656 3.6450 -1.266 -5.343 1.338 0.309
O 1.5170 0.7645 5.0004 -0.132 2.544 -1.577 -0.313
C 1.4221 -0.6685 5.2494 -0.331 -0.822 0.152 0.409
C 1.3540 -0.8088 6.7452 0.199 -0.130 0.207 -1.436
O 1.4392 0.3671 2.4915 -0.670 2.200 1.097 0.070
C 2.8924 0.2276 2.2709 0.146 -0.295 -0.306 -0.035
C 3.6895 1.4658 2.6214 0.245 -0.015 0.333 -1.472
H -2.5277 1.1109 6.5864 0.073 -0.085 -0.194 0.405
H -3.1168 0.4577 5.0572 0.168 -0.049 0.021 0.345
H -1.6334 -0.2057 5.8021 -0.058 0.103 0.004 0.250
H -1.9907 2.5830 4.5361 0.076 -0.162 0.033 0.359
H -0.6468 2.1872 5.6327 -0.221 -0.224 -0.364 0.545
H 0.5112 -1.0645 4.7754 0.250 0.215 -0.041 0.018
H 2.2982 -1.1673 4.8178 -0.169 0.235 0.111 0.320
H 0.4770 -0.2958 7.1444 0.064 -0.027 -0.029 0.327
H 1.2754 -1.8709 7.0097 0.100 0.212 -0.042 0.400
H 2.2524 -0.3828 7.2063 -0.210 -0.181 -0.025 0.372
H 3.2453 -0.6316 2.8617 -0.304 0.258 -0.128 0.252
H 2.9908 -0.0417 1.2103 -0.227 0.148 0.340 0.005
H 3.8451 1.5411 3.7039 0.014 0.002 -0.161 0.389
H 4.6775 1.3723 2.1581 -0.109 0.158 0.111 0.440
H 3.2285 2.4008 2.2778 0.052 -0.199 -0.160 0.491
```
Forces are in eV/Å.

For the total energy, the calculation gives -81808.1627 eV. Its total charge is +3. As for the HOMO energy (alpha / beta): -12.557 / -16.242 eV. As for the spin multiplicity: 5.